Entry from the OMol25 dataset: 2 unconnected molecules or ions with the total composition C3H8NO2S (ωB97M-V/def2-TZVPD).

Properties
Maximum force in eV/A: 0.69
Energy in eV: -19663.22640
Energy above the lowest of the compared OMol25 structures with the same formula, charge and spin in kcal per mole: 13.7
Orbital gap in eV: 7.800

ORCA input file:
```
! wB97M-V def2-TZVPD RIJCOSX def2/J DEFGRID3
* xyz -1 1
C -0.17 -1.67 1.21
S 1.61 -1.77 0.89
C 1.71 -0.74 -0.59
H -0.72 -2.12 0.39
H -0.49 -0.65 1.37
H -0.36 -2.28 2.10
H 2.74 -0.71 -0.93
H 1.10 -1.14 -1.40
H 1.32 0.24 -0.30
N -2.04 2.54 -0.96
C -1.15 1.48 -0.57
O -0.03 1.84 -0.16
O -1.63 0.33 -0.68
H -1.63 3.42 -1.20
H -2.75 2.27 -1.62
*
```

Entry from the OMol25 dataset: a molecular structure, C3H8NO2S (ωB97M-V/def2-TZVPD).

Properties
Maximum force in eV/A: 2.39
Energy in eV: -19661.61571
Energy above the lowest of the compared OMol25 structures with the same formula, charge and spin in kcal per mole: 50.8
Orbital gap in eV: 7.431

ORCA input file:
```
! wB97M-V def2-TZVPD RIJCOSX def2/J DEFGRID3
* xyz -1 1
O 1.16 1.15 -0.68
C 1.41 0.00 -0.28
C 0.24 -1.03 -0.50
C -0.54 -0.95 0.81
S 0.79 -0.47 2.00
N -0.56 -0.76 -1.73
H 2.37 -0.45 -0.15
H 0.65 -2.05 -0.62
H -1.30 -0.14 0.74
H -1.15 -1.85 1.04
H 0.05 -0.29 -2.40
H -1.04 0.13 -1.43
H -0.94 2.10 1.73
H -0.29 1.97 0.53
O -0.85 2.64 0.93
*
```

Entry from the OMol25 dataset: 2 unconnected molecules or ions with the total composition C3H8NO2S (ωB97M-V/def2-TZVPD).

Properties
Maximum force in eV/A: 5.44
Energy in eV: -19653.35695
Energy above the lowest of the compared OMol25 structures with the same formula, charge and spin in kcal per mole: 33.7
Orbital gap in eV: 9.301

ORCA input file:
```
! wB97M-V def2-TZVPD RIJCOSX def2/J DEFGRID3
* xyz 1 1
C 0.39 2.97 -0.21
C 1.03 1.80 0.01
C 0.85 -0.63 -0.08
N 0.34 0.63 -0.21
O 0.09 -1.69 0.05
O -2.54 -2.32 0.01
S 2.52 -0.81 0.16
H 0.93 3.91 -0.16
H -0.71 3.09 -0.33
H 2.06 1.64 0.24
H -2.57 -2.22 0.95
H -0.70 0.58 -0.46
H -0.96 -1.78 0.02
H -3.02 -3.08 -0.38
H 2.28 -2.08 0.40
*
```

Entry from the OMol25 dataset: 2 unconnected molecules or ions with the total composition C3H8NO2S (ωB97M-V/def2-TZVPD).

Properties
Maximum force in eV/A: 6.63
Energy in eV: -19653.29839
Energy above the lowest of the compared OMol25 structures with the same formula, charge and spin in kcal per mole: 35.1
Orbital gap in eV: 9.987

ORCA input file:
```
! wB97M-V def2-TZVPD RIJCOSX def2/J DEFGRID3
* xyz 1 1
C -0.52 1.84 -0.88
C 0.76 1.18 -0.72
C -0.41 -1.96 1.45
N 1.05 0.26 0.10
O -1.14 -2.97 1.69
O -0.76 -0.84 1.63
S 1.12 -2.65 0.77
H -0.51 2.75 -0.45
H -0.70 1.87 -2.02
H 1.32 1.44 -1.61
H 1.88 -0.30 -0.07
H 0.28 0.10 0.78
H -1.96 -3.00 2.19
H -1.39 1.09 -0.50
H 0.47 -3.62 0.11
*
```

Entry from the OMol25 dataset: 2 unconnected molecules or ions with the total composition C3H8NO3 (ωB97M-V/def2-TZVPD).

Properties
Maximum force in eV/A: 1.63
Energy in eV: -10872.51377
Energy above the lowest of the compared OMol25 structures with the same formula, charge and spin in kcal per mole: 75.5
Orbital gap in eV: 5.809

ORCA input file:
```
! wB97M-V def2-TZVPD RIJCOSX def2/J DEFGRID3
* xyz -1 1
C 0.27 -0.35 1.36
O 0.25 -1.03 2.52
C 0.26 1.19 1.56
N 0.11 1.82 0.23
H 1.19 -0.58 0.75
H -0.65 -0.55 0.75
H -0.61 1.45 2.18
H 1.17 1.43 2.11
H 0.04 2.83 0.21
H 0.92 1.55 -0.30
O 0.48 0.11 -2.23
C -0.03 -0.88 -1.79
O -1.36 -1.04 -1.77
H 0.56 -1.65 -1.28
H -1.59 -1.76 -1.17
*
```

Entry from the OMol25 dataset: 2 unconnected molecules or ions with the total composition C3H8NO3 (ωB97M-V/def2-TZVPD).

Properties
Maximum force in eV/A: 4.62
Energy in eV: -10870.51634
Energy above the lowest of the compared OMol25 structures with the same formula, charge and spin in kcal per mole: 26.6
Orbital gap (spin up / spin down) in eV: 11.421 / 6.489

ORCA input file:
```
! wB97M-V def2-TZVPD RIJCOSX def2/J DEFGRID3
* xyz 0 2
C 0.23 -0.37 0.61
N 0.34 1.13 0.40
C -0.11 1.73 -0.82
O -1.07 1.14 -1.45
O 0.45 2.80 -1.16
C 1.55 -1.13 0.48
H -0.23 -0.54 1.62
H -0.50 -0.53 -0.25
H 1.28 1.61 0.73
H 1.54 -2.06 -0.15
H 1.85 -1.43 1.54
H 2.36 -0.59 0.14
H -2.16 -0.12 -1.11
H -2.84 -0.84 0.18
O -2.70 -0.78 -0.74
*
```

Entry from the OMol25 dataset: a gas-phase ion, C3H8NO4P (charge -2) (ωB97M-V/def2-TZVPD).

Properties
Maximum force in eV/A: 4.50
Energy in eV: -22207.58520
SMILES: CO[P@](=O)([O-])[C@H](C)N[O-]
Energy above the lowest of the compared OMol25 structures with the same formula, charge and spin in kcal per mole: 57.6
Orbital gap in eV: 4.706

ORCA input file:
```
! wB97M-V def2-TZVPD RIJCOSX def2/J DEFGRID3
* xyz -2 1
C -0.37 -0.98 2.40
O -0.07 0.31 1.76
P -1.24 0.86 0.59
O -1.29 2.32 0.83
O -2.47 0.02 0.84
C -0.44 0.48 -1.01
C 0.74 1.48 -1.19
N -1.42 0.74 -1.93
O -1.32 0.06 -3.18
H -0.85 -0.73 3.36
H 0.60 -1.52 2.60
H -1.12 -1.56 1.88
H 0.13 -0.52 -0.90
H 0.30 2.40 -0.86
H 1.74 1.14 -0.60
H 0.89 1.56 -2.18
H -2.19 0.33 -1.44
*
```

Entry from the OMol25 dataset: a molecular structure, C3H8NOS (ωB97M-V/def2-TZVPD).

Properties
Maximum force in eV/A: 1.36
Energy in eV: -17613.84202
Energy above the lowest of the compared OMol25 structures with the same formula, charge and spin in kcal per mole: 26.8
Orbital gap in eV: 7.153

ORCA input file:
```
! wB97M-V def2-TZVPD RIJCOSX def2/J DEFGRID3
* xyz -1 1
C -1.90 -1.43 0.75
S -0.82 -1.08 -0.65
H -2.53 -0.55 0.90
H -2.54 -2.28 0.52
H -1.31 -1.60 1.65
O 0.07 0.55 1.78
C 0.11 0.64 0.54
C 1.50 0.67 -0.18
N 1.30 1.11 -1.56
H -0.57 1.35 0.05
H 2.06 1.46 0.33
H 2.00 -0.29 -0.06
H 2.10 0.87 -2.15
H 0.54 0.56 -1.93
*
```